--- one ---
{"formula": "C3H8NOP", "method": "ωB97M-V/def2-TZVPD", "gap_ev": 8.85, "smiles": "C=NC.CP=O", "homo_ev": -8.837, "symbols": ["C", "C", "C", "N", "O", "P", "H", "H", "H", "H", "H", "H", "H", "H"], "positions_angstrom": [[-0.8649, 1.8036, -0.0411], [-1.8757, -0.2092, -0.3570], [2.0745, -1.2002, 0.6885], [-0.7567, 0.5681, -0.0487], [3.3571, 1.2479, 0.5087], [2.4315, 0.3897, -0.2297], [-1.8679, 2.2467, -0.4093], [0.0433, 2.4073, 0.2413], [-2.5529, -0.1550, 0.4329], [-2.5110, 0.2082, -1.1468], [-1.5276, -1.2214, -0.6473], [1.4208, -1.9073, 0.0383], [3.0367, -1.8249, 0.9635], [1.4659, -0.8879, 1.5010]]}

***

--- two ---
{"formula": "C3H8NOP", "method": "ωB97M-V/def2-TZVPD", "gap_ev": 8.98, "smiles": "C[C@]12CP1O2.N", "homo_ev": -8.254, "symbols": ["C", "C", "C", "N", "O", "P", "H", "H", "H", "H", "H", "H", "H", "H"], "positions_angstrom": [[-0.5918, 0.5330, -1.2658], [-2.0983, 0.4902, -1.1634], [0.3455, 1.5603, -0.6598], [1.9319, -1.7324, 2.5979], [-0.2186, -0.3295, -2.2382], [-1.1569, -1.1090, -0.9783], [-2.6457, 0.5040, -2.1983], [-2.5879, 0.7148, -0.2180], [2.0123, -2.4837, 3.3460], [-0.0601, 2.5378, -0.4941], [1.1543, 1.7540, -1.3351], [0.8020, 1.2074, 0.3377], [0.9323, -1.4717, 2.4794], [2.1810, -2.1753, 1.7900]]}

***

Tell me which of them is the most stable. Sure, it is one.

***

--- one ---
{"formula": "C3H8NOP", "method": "ωB97M-V/def2-TZVPD", "gap_ev": 9.65, "smiles": "C[C@H](C=O)NP", "homo_ev": -8.880, "symbols": ["C", "C", "C", "N", "O", "P", "H", "H", "H", "H", "H", "H", "H", "H"], "positions_angstrom": [[1.6131, -1.0460, -0.5504], [0.6619, 1.2623, 0.4457], [0.2899, -0.1259, 0.0694], [-0.8339, -0.3518, -0.7852], [2.7239, -0.8254, -0.2334], [-2.4549, -0.6751, -0.2000], [1.0339, -1.8540, -1.1776], [0.7344, 2.0274, -0.3267], [0.1466, 1.5789, 1.2537], [1.6752, 1.0768, 0.9416], [0.0231, -0.6396, 1.0378], [-0.7176, -0.1225, -1.7391], [-1.9686, -0.9834, 1.0485], [-2.9269, 0.6783, 0.2157]]}

***

--- two ---
{"formula": "C3H8NOP", "method": "ωB97M-V/def2-TZVPD", "gap_ev": 9.53, "smiles": "C=CO[PH2]=NC", "homo_ev": -8.546, "symbols": ["C", "C", "C", "N", "O", "P", "H", "H", "H", "H", "H", "H", "H", "H"], "positions_angstrom": [[0.0157, 0.6086, 2.1031], [0.8903, -0.4305, -2.4182], [0.0587, -0.5792, 2.6934], [0.4945, -0.0229, -1.1076], [-0.8162, 0.8526, 1.0338], [-0.8613, 0.4988, -0.5765], [0.3833, 1.4377, 2.5674], [0.6556, -1.4730, -2.5806], [0.5035, 0.2140, -3.2317], [1.9870, -0.5099, -2.4293], [-0.4378, -1.3765, 2.2169], [0.4860, -0.8303, 3.6567], [-2.1212, -0.1481, -0.9202], [-1.2380, 1.7586, -1.0073]]}

***

--- three ---
{"formula": "C3H8NOP", "method": "ωB97M-V/def2-TZVPD", "gap_ev": [9.64, 7.39], "homo_ev": [-9.878, -7.888], "symbols": ["C", "C", "C", "N", "O", "P", "H", "H", "H", "H", "H", "H", "H", "H"], "positions_angstrom": [[-0.3324, -0.3117, -0.5875], [0.4997, 1.4105, 0.9504], [0.7848, 0.3666, -0.0147], [-0.0406, -0.5664, -2.4842], [1.3874, -0.8544, 0.6443], [-1.9136, -0.5224, 0.1713], [-0.2939, 1.1475, 1.5958], [0.1833, 2.2951, 0.4119], [1.4029, 1.6015, 1.4035], [1.6402, 0.6868, -0.6760], [-0.8733, -1.2113, -2.5670], [1.5349, -1.4491, -0.0911], [-2.4368, -1.7482, -0.2680], [-1.5428, -0.8444, 1.5112]]}

***

Tell me which of them is the most stable. Sure, it is one.

***

--- one ---
{"formula": "C24H26N4O4S", "method": "ωB97M-V/def2-TZVPD", "gap_ev": 8.20, "smiles": "COc1ccc(CNC(=O)c2ccc3c(=O)n(CCCN4CCCC4=O)c(=S)[nH]c3c2)cc1", "homo_ev": -8.313, "symbols": ["C", "H", "O", "C", "C", "C", "C", "C", "C", "H", "H", "C", "N", "C", "O", "C", "C", "C", "C", "C", "C", "H", "H", "C", "O", "N", "C", "S", "N", "H", "C", "C", "H", "H", "C", "N", "C", "O", "C", "H", "C", "H", "H", "C", "H", "H", "H", "H", "H", "H", "H", "H", "H", "H", "H", "H", "H", "H", "H"], "positions_angstrom": [[7.4576, 2.6789, -0.5283], [7.5970, 2.3968, -1.5768], [7.5663, 1.5658, 0.3254], [6.6908, 0.5359, 0.1685], [5.6634, 0.4957, -0.7690], [4.8352, -0.6104, -0.8357], [5.0061, -1.6900, 0.0190], [6.0288, -1.6410, 0.9584], [6.8643, -0.5467, 1.0321], [7.6646, -0.5027, 1.7536], [6.1784, -2.4710, 1.6339], [4.0609, -2.8603, -0.0588], [2.7212, -2.4636, 0.3291], [1.7113, -2.3491, -0.5604], [1.8050, -2.6803, -1.7252], [0.4370, -1.8097, 0.0155], [-0.7554, -2.3332, -0.4531], [-1.9690, -1.8528, 0.0357], [-1.9739, -0.8238, 0.9853], [-0.7670, -0.2919, 1.4359], [0.4308, -0.7793, 0.9613], [1.3587, -0.3398, 1.2967], [-0.8012, 0.5047, 2.1638], [-3.2477, -0.2840, 1.4680], [-3.3330, 0.6033, 2.2937], [-4.3875, -0.8493, 0.9154], [-4.3753, -1.8624, -0.0098], [-5.7311, -2.5483, -0.6412], [-3.1662, -2.3682, -0.3697], [-3.1860, -3.0438, -1.1230], [-5.6612, -0.2933, 1.3463], [-5.8703, 1.1542, 0.8911], [-6.9271, 1.3876, 1.0218], [-5.2945, 1.8174, 1.5364], [-5.4756, 1.4035, -0.5700], [-4.0740, 1.7103, -0.7267], [-3.2061, 0.9515, -1.4230], [-3.4539, -0.1318, -1.9121], [-1.8803, 1.6913, -1.4882], [-1.7884, 2.1185, -2.4892], [-2.0130, 2.7707, -0.4174], [-1.6300, 2.3997, 0.5334], [-1.4871, 3.6888, -0.6707], [-3.5256, 2.9820, -0.3104], [-3.8753, 3.7789, -0.9812], [-3.8350, 3.2245, 0.7078], [-1.0435, 1.0128, -1.3317], [-5.6813, 0.5198, -1.1801], [-6.0574, 2.2444, -0.9650], [-5.6902, -0.3312, 2.4390], [-6.4430, -0.9353, 0.9379], [-0.7340, -3.1076, -1.2044], [2.5894, -2.1536, 1.2784], [3.9821, -3.2245, -1.0870], [4.4003, -3.6740, 0.5888], [4.0421, -0.6380, -1.5689], [5.5012, 1.3136, -1.4531], [6.4925, 3.1829, -0.4121], [8.2550, 3.3576, -0.2298]]}

***

--- two ---
{"formula": "C24H26N4O4S", "method": "ωB97M-V/def2-TZVPD", "gap_ev": 7.46, "smiles": "[H]/N=c1\\c(S(=O)(=O)c2ccc(C)cc2)cc2c(=O)n3cc(C)ccc3nc2n1CCCOCC", "homo_ev": -8.092, "symbols": ["C", "C", "O", "C", "C", "C", "N", "C", "N", "C", "N", "C", "C", "C", "C", "H", "H", "C", "H", "H", "H", "H", "C", "O", "C", "C", "C", "C", "N", "H", "S", "O", "O", "C", "C", "C", "C", "C", "C", "H", "H", "C", "H", "H", "H", "H", "H", "H", "H", "H", "H", "H", "H", "H", "H", "H", "H", "H", "H"], "positions_angstrom": [[0.9624, 6.4877, 0.8004], [1.0396, 5.8060, -0.5645], [2.0325, 4.8096, -0.6575], [1.7679, 3.6470, 0.0990], [2.8098, 2.5948, -0.2693], [2.7179, 1.3567, 0.6204], [1.4221, 0.7095, 0.5058], [1.1791, -0.0801, -0.5587], [2.1824, -0.2616, -1.4314], [1.9876, -1.0290, -2.4756], [0.8030, -1.6825, -2.7280], [0.6497, -2.4691, -3.8279], [1.6437, -2.6557, -4.7363], [2.8781, -1.9959, -4.5059], [3.0415, -1.2100, -3.4100], [3.9618, -0.6911, -3.2006], [3.6828, -2.1270, -5.2134], [1.4595, -3.5200, -5.9411], [2.1920, -4.3257, -5.9419], [0.4630, -3.9512, -5.9601], [1.6070, -2.9359, -6.8483], [-0.3279, -2.9241, -3.9084], [-0.3228, -1.5542, -1.8386], [-1.3430, -2.1648, -2.0864], [-0.0779, -0.6912, -0.7299], [-1.0963, -0.4081, 0.2155], [-0.8379, 0.3891, 1.2703], [0.4666, 0.9832, 1.4977], [0.8342, 1.7056, 2.4766], [0.1044, 1.8613, 3.1640], [-2.2294, 0.7105, 2.3647], [-1.7828, 1.3604, 3.5714], [-3.2478, 1.3712, 1.5935], [-2.7827, -0.9435, 2.7718], [-3.9560, -1.4369, 2.2357], [-4.3450, -2.7292, 2.5376], [-3.5669, -3.5286, 3.3704], [-2.3906, -3.0077, 3.9002], [-1.9941, -1.7163, 3.6009], [-1.0887, -1.2950, 4.0099], [-1.7818, -3.6181, 4.5510], [-4.0084, -4.9202, 3.7024], [-4.8218, -4.8879, 4.4272], [-4.3755, -5.4289, 2.8136], [-3.1933, -5.4980, 4.1300], [-5.2606, -3.1255, 2.1240], [-4.5457, -0.7969, 1.5981], [-2.0766, -0.8338, 0.0619], [3.4805, 0.6363, 0.3219], [2.8266, 1.6341, 1.6693], [2.6865, 2.3095, -1.3146], [3.7983, 3.0397, -0.1549], [0.7526, 3.2823, -0.1241], [1.8231, 3.8525, 1.1759], [1.3139, 6.5379, -1.3294], [0.0566, 5.3800, -0.8200], [0.2857, 7.3358, 0.7427], [1.9480, 6.8405, 1.0942], [0.5931, 5.8022, 1.5588]]}

***

Tell me which of them is the most stable. Sure, it is one.

***

--- one ---
{"formula": "C3H8NO3", "method": "ωB97M-V/def2-TZVPD", "gap_ev": 10.61, "charge": 1, "homo_ev": -14.712, "symbols": ["C", "C", "C", "N", "O", "O", "O", "H", "H", "H", "H", "H", "H", "H", "H"], "positions_angstrom": [[1.9503, -0.3346, 0.5130], [2.0430, -0.2520, -0.8501], [-1.4728, -1.6822, 0.0391], [-0.8465, -0.6481, 0.1675], [-2.6272, 1.3734, 0.3819], [-1.9898, -2.6906, -0.0723], [-3.2966, 0.2276, -0.2593], [2.1680, -1.4300, 0.7690], [2.1490, 0.5083, 1.1419], [2.2609, 0.7390, -1.3581], [1.9610, -1.1868, -1.3871], [0.1346, -0.2960, 0.0870], [-3.2361, 0.3187, -1.1713], [-1.3955, 0.2414, 0.5041], [-3.2209, 1.7808, 1.0715]]}

***

--- two ---
{"formula": "C3H8NO3", "method": "ωB97M-V/def2-TZVPD", "gap_ev": 9.13, "charge": 1, "homo_ev": -12.415, "symbols": ["C", "C", "C", "N", "O", "O", "O", "H", "H", "H", "H", "H", "H", "H", "H"], "positions_angstrom": [[-1.0140, -0.6792, 2.0903], [-0.1951, -0.7798, 0.8444], [0.6722, 0.8392, -1.4350], [1.6726, 0.0020, -1.5964], [-1.6090, -1.6428, 1.1992], [0.7250, 1.9342, -0.7824], [-0.4155, 0.7613, -2.1229], [-0.4962, -1.1199, 3.0249], [-1.7150, 0.2106, 2.2055], [0.5452, -1.5381, 1.2052], [1.5551, -0.6548, -2.3766], [-2.3883, -1.2367, 0.8758], [2.5583, 0.1637, -1.1800], [1.1520, 2.1625, 0.0393], [-1.0473, 1.5778, -1.9916]]}

***

Tell me which of them is the most stable. Sure, it is two.

***

--- one ---
{"formula": "C6H16N", "method": "ωB97M-V/def2-TZVPD", "gap_ev": [8.18, 9.52], "s2": 0.774, "homo_ev": [-7.081, -8.962], "multiplicity": 2, "symbols": ["C", "C", "C", "C", "C", "C", "N", "H", "H", "H", "H", "H", "H", "H", "H", "H", "H", "H", "H", "H", "H", "H", "H"], "positions_angstrom": [[1.7151, -2.0804, 1.1703], [1.8109, -0.6158, 0.7585], [1.0040, 0.3669, 1.2496], [0.6637, -0.3700, -1.3011], [-0.4503, 0.4326, 1.4957], [-1.1771, 1.7427, 1.1315], [-2.3819, 0.4894, -2.8280], [2.6807, -2.2959, 1.6217], [1.4513, -2.7464, 0.3580], [0.9985, -2.1695, 1.9930], [2.5890, -0.2946, 0.0550], [1.3976, 1.3952, 1.0810], [0.5110, -1.4002, -1.0534], [1.4100, -0.3087, -2.0909], [-0.1348, 0.3356, -1.3135], [-0.7266, 0.1601, 2.5308], [-0.9185, -0.3844, 0.9072], [-0.8418, 2.4921, 1.8433], [-2.2553, 1.6623, 1.2625], [-0.8276, 2.1580, 0.1869], [-2.6481, 1.1931, -3.4940], [-1.5477, 0.6538, -2.2920], [-2.3220, -0.4157, -3.2721]]}

***

--- two ---
{"formula": "C6H16N", "method": "ωB97M-V/def2-TZVPD", "gap_ev": [3.90, 10.54], "s2": 0.751, "homo_ev": [-2.839, -9.873], "multiplicity": 2, "symbols": ["C", "N", "C", "H", "H", "H", "H", "H", "H", "H", "H", "C", "C", "C", "C", "H", "H", "H", "H", "H", "H", "H", "H"], "positions_angstrom": [[-2.5521, -0.4642, 0.7371], [-1.5424, 0.2377, -0.0989], [-1.4256, 1.7052, 0.1374], [-2.5297, -1.5162, 0.4642], [-2.3070, -0.2847, 1.8085], [-3.5801, -0.1741, 0.5497], [-1.5252, 0.0214, -1.0949], [-0.6436, -0.1552, 0.2218], [-2.4272, 2.0379, -0.0915], [-0.6101, 2.0989, -0.4503], [-1.2246, 1.9380, 1.1362], [2.9006, 0.7311, -0.5527], [1.4807, 0.2162, -0.3554], [1.3213, -1.3138, -0.4694], [0.5717, -2.1172, 0.3464], [3.5146, 0.1774, -1.3348], [2.8271, 1.8108, -0.8285], [3.4662, 0.6027, 0.3289], [0.8454, 0.7488, -1.1369], [1.1617, 0.5106, 0.6649], [1.7983, -1.8025, -1.3131], [0.5171, -3.1761, 0.1253], [-0.0372, -1.8327, 1.2060]]}

***

Tell me which of them is the most stable. Sure, it is one.

***

--- one ---
{"formula": "C2H9N3O", "method": "ωB97M-V/def2-TZVPD", "gap_ev": [9.31, 3.48], "charge": 1, "s2": 0.761, "homo_ev": [-13.182, -13.164], "multiplicity": 2, "symbols": ["N", "C", "N", "H", "H", "H", "H", "H", "H", "C", "N", "O", "H", "H", "H"], "positions_angstrom": [[-1.2032, -0.4212, 2.3948], [-0.3951, -0.4747, 1.1776], [-0.8590, -1.3635, 0.0977], [-1.4836, -1.3718, 2.6597], [-2.0716, 0.1061, 2.2704], [0.5527, -0.9132, 1.4950], [-0.1320, 0.5299, 0.8493], [-1.5367, -0.8729, -0.4995], [-1.3969, -2.1182, 0.5402], [1.2511, 1.7340, -1.5680], [1.7061, 0.5742, -2.1358], [0.4194, 2.4205, -2.1034], [1.7174, 1.9217, -0.5888], [1.8834, -0.1651, -1.4773], [1.5479, 0.4142, -3.1120]]}

***

--- two ---
{"formula": "C2H9N3O", "method": "ωB97M-V/def2-TZVPD", "gap_ev": [11.24, 6.05], "charge": 1, "s2": 0.772, "homo_ev": [-14.933, -14.764], "multiplicity": 2, "symbols": ["C", "N", "C", "N", "N", "H", "H", "H", "H", "H", "H", "H", "H", "H", "O"], "positions_angstrom": [[-0.9945, -0.0355, 1.3495], [0.4451, -0.0726, 1.3186], [0.9617, 0.0140, 0.0432], [2.2525, 0.5499, -0.1109], [0.2714, -0.1887, -1.0019], [-1.3969, 0.7962, 0.7992], [-1.2995, -0.9044, 0.6539], [-1.4712, -0.0696, 2.3091], [1.0699, 0.3102, 2.0166], [2.9505, 0.3007, 0.6086], [2.7055, 0.2075, -1.0275], [0.6109, 0.4095, -1.7375], [-2.7436, 0.4334, -1.8389], [-1.4369, -0.3843, -1.3297], [-2.4468, -0.3739, -1.2814]]}

***

Tell me which of them is the most stable. Sure, it is two.

***

--- one ---
{"formula": "CH9NO5", "method": "ωB97M-V/def2-TZVPD", "gap_ev": 11.04, "smiles": "NC(=O)O.O.O.O", "homo_ev": -10.598, "symbols": ["N", "C", "O", "O", "H", "H", "H", "H", "H", "O", "H", "H", "O", "H", "H", "O"], "positions_angstrom": [[-1.3730, 0.0853, 0.7298], [-0.7291, 0.7558, 1.7207], [-0.2007, -0.0960, 2.6324], [-0.5529, 1.9478, 1.7993], [-1.4896, -0.9097, 0.8592], [-2.0736, 0.6703, 0.3137], [0.3202, 0.4786, 3.2059], [1.7754, -0.0951, 0.0541], [2.8209, -1.1389, -0.2133], [1.9966, -1.0081, 0.2640], [1.3360, 2.2181, -1.5987], [1.6176, 1.8141, -3.0896], [1.7000, 1.5414, -2.1714], [-1.5892, -1.2978, -1.5133], [-1.7592, -2.8080, -1.8474], [-1.7992, -2.1578, -1.1454]]}

***

--- two ---
{"formula": "CH9NO5", "method": "ωB97M-V/def2-TZVPD", "gap_ev": 10.98, "smiles": "NC(=O)O.O.O.O", "homo_ev": -10.809, "symbols": ["N", "C", "O", "O", "H", "H", "H", "H", "H", "O", "H", "H", "O", "H", "H", "O"], "positions_angstrom": [[-0.1973, -0.9197, -1.6646], [0.1241, 0.3876, -1.3519], [1.2558, 0.4846, -0.5467], [-0.4401, 1.3796, -1.8091], [0.2741, -1.6200, -1.1352], [-0.9730, -1.1757, -2.1623], [1.6375, -0.4286, -0.3954], [-0.8547, 0.1136, 2.5696], [-1.0984, 0.2854, 1.0502], [-0.8413, -0.4397, 1.6796], [-1.3988, 2.4800, -0.3091], [-0.1889, 2.4585, 0.6138], [-1.0432, 2.8687, 0.4645], [0.6192, -1.4576, 0.9861], [1.6229, -2.5202, 1.3986], [1.5022, -1.8966, 0.6119]]}

***

Tell me which of them is the most stable. Sure, it is one.

***

--- one ---
{"formula": "C4H12O2", "method": "ωB97M-V/def2-TZVPD", "gap_ev": 10.02, "homo_ev": -9.405, "symbols": ["C", "O", "O", "H", "H", "H", "H", "C", "C", "C", "H", "H", "H", "H", "H", "H", "H", "H"], "positions_angstrom": [[-1.6265, -0.6942, -0.7880], [-2.4668, 0.3164, -1.3250], [-0.9760, -0.2644, 0.3398], [-0.4773, -1.4404, 1.3384], [-2.7200, 0.9205, -0.6182], [-2.2396, -1.5889, -0.5785], [-1.0184, -1.0255, -1.6535], [0.9595, 0.0140, 0.4365], [0.8436, 1.2977, 1.1884], [1.3052, 0.0606, -1.0127], [1.5472, -0.7311, 0.9703], [0.1887, -1.8589, 1.6526], [1.8531, 1.6632, 1.4106], [2.3553, 0.3658, -1.0946], [0.2800, 2.0311, 0.6188], [0.3361, 1.1343, 2.1379], [0.6383, 0.7265, -1.5550], [1.2176, -0.9265, -1.4678]]}

***

--- two ---
{"formula": "C4H12O2", "method": "ωB97M-V/def2-TZVPD", "gap_ev": 10.94, "smiles": "CCO.CCO", "homo_ev": -10.025, "symbols": ["C", "O", "C", "H", "H", "H", "H", "H", "H", "C", "O", "C", "H", "H", "H", "H", "H", "H"], "positions_angstrom": [[-1.3545, -2.5396, -0.6581], [0.0391, -2.3450, -0.4054], [-2.1014, -1.2258, -0.5958], [-1.4118, -3.0010, -1.6496], [-1.7163, -3.2486, 0.0737], [0.1850, -1.6108, 0.2292], [-3.1196, -1.2556, -0.9844], [-2.1541, -0.8731, 0.4446], [-1.4573, -0.4927, -1.0768], [1.6635, 1.3441, 0.9565], [0.4599, 0.6087, 0.7681], [1.6249, 2.6996, 0.2400], [1.7400, 1.4559, 2.0374], [2.5297, 0.7792, 0.5882], [0.1943, 0.6870, -0.1545], [0.6587, 3.1740, 0.4113], [2.4434, 3.3245, 0.6029], [1.7765, 2.5193, -0.8275]]}

***

Tell me which of them is the most stable. Sure, it is two.